{"formula": "C24H36B2N10Pd", "method": "ωB97M-V with the def2-TZVPD basis set", "species": ["Pd", "C", "C", "C", "C", "C", "C", "N", "N", "B", "N", "C", "C", "C", "N", "C", "C", "C", "N", "C", "C", "C", "N", "C", "C", "C", "H", "H", "H", "H", "H", "H", "H", "H", "H", "H", "H", "H", "H", "H", "H", "H", "H", "H", "H", "H", "H", "H", "H", "H", "H", "H", "H", "H", "B", "N", "C", "C", "C", "N", "N", "C", "C", "C", "N", "H", "H", "H", "H", "H", "H", "H", "H"], "xyz": [[-0.2081, -0.1682, 0.1061], [-2.9696, -0.6009, 3.9736], [-1.6605, -1.3839, 3.7152], [-1.8283, -2.4295, 2.6280], [-0.5885, -0.3830, 3.4987], [-0.0024, 0.3618, 4.6297], [0.9420, 1.1984, 4.0547], [0.9128, 0.9949, 2.7519], [-0.0356, 0.0295, 2.3945], [1.7998, 1.7756, 1.6703], [0.8173, 2.5940, 0.8506], [0.7983, 3.9329, 0.6812], [-0.1442, 4.2403, -0.2645], [-0.6744, 3.0025, -0.6743], [-0.1043, 2.0235, 0.0232], [-1.6507, 2.7483, -1.7829], [-0.9814, 3.0368, -3.1316], [-2.9188, 3.5864, -1.6193], [2.5640, 0.7497, 0.8516], [3.8966, 0.5815, 0.7298], [4.1351, -0.2477, -0.3389], [2.8657, -0.5539, -0.8646], [1.9369, 0.0464, -0.1241], [2.5134, -1.3223, -2.1122], [3.6571, -1.2449, -3.1271], [1.2217, -0.7983, -2.7438], [-3.7602, -1.3138, 4.2032], [-2.8875, 0.0897, 4.8135], [-3.2555, -0.0383, 3.0838], [-1.3946, -1.8807, 4.6551], [-2.1543, -1.9703, 1.6973], [-0.9039, -2.9793, 2.4474], [-2.5921, -3.1410, 2.9398], [-0.2560, 0.2421, 5.6716], [1.6256, 1.9109, 4.4873], [2.5365, 2.4753, 2.2943], [1.4666, 4.5642, 1.2438], [-0.4017, 5.2173, -0.6354], [-1.9125, 1.6875, -1.7584], [-0.7006, 4.0884, -3.2054], [-0.0799, 2.4384, -3.2678], [-1.6682, 2.8148, -3.9488], [-2.6996, 4.6464, -1.7570], [-3.6583, 3.3053, -2.3692], [-3.3701, 3.4719, -0.6319], [4.5780, 1.0917, 1.3909], [5.0948, -0.5541, -0.7155], [2.3802, -2.3764, -1.8453], [3.8189, -0.2138, -3.4460], [4.5920, -1.6257, -2.7190], [3.4152, -1.8400, -4.0068], [1.2726, 0.2835, -2.8773], [1.0743, -1.2461, -3.7267], [0.3275, -1.0393, -2.1551], [-2.4844, -2.7783, -0.9258], [-3.0733, -1.4924, -0.4873], [-4.4142, -1.2663, -0.3768], [-4.6044, 0.0064, 0.0825], [-3.3056, 0.5237, 0.2244], [-2.3960, -0.3720, -0.1256], [-1.1269, -3.1833, -0.5197], [-0.6519, -4.4712, -0.6361], [0.6151, -4.5044, -0.1503], [0.8780, -3.1702, 0.2448], [-0.1607, -2.3927, 0.0081], [-3.2739, -3.7059, -0.8725], [-2.5049, -2.8822, -2.2135], [-5.1209, -2.0369, -0.6390], [-5.5393, 0.5025, 0.2757], [-2.9922, 1.5075, 0.5388], [-1.2825, -5.2449, -1.0432], [1.2720, -5.3534, -0.0750], [1.7770, -2.7525, 0.6720]], "fmax_ev_per_a": 0.48, "total_charge": 2, "gap_ev": [9.43, 4.78], "homo_ev": [-14.25, -14.40], "multiplicity": 5, "total_energy_ev": -45190.901, "lumo_energy_ha": [-0.1772, -0.3538]}



{"formula": "C24H36B2NO48S8", "method": "ωB97M-V with the def2-TZVPD basis set", "species": ["N", "H", "H", "H", "H", "O", "C", "O", "B", "O", "C", "O", "O", "C", "O", "C", "O", "O", "O", "C", "O", "B", "O", "C", "O", "O", "C", "O", "C", "O", "O", "C", "C", "O", "S", "O", "O", "O", "H", "H", "H", "H", "C", "C", "O", "S", "O", "O", "O", "H", "H", "H", "H", "C", "C", "O", "S", "O", "O", "O", "H", "H", "H", "H", "C", "C", "O", "S", "O", "O", "O", "H", "H", "H", "H", "C", "C", "O", "S", "O", "O", "O", "H", "H", "H", "H", "C", "C", "O", "S", "O", "O", "O", "H", "H", "H", "H", "C", "C", "O", "S", "O", "O", "O", "H", "H", "H", "H", "C", "C", "O", "S", "O", "O", "O", "H", "H", "H", "H"], "xyz": [[5.3967, 2.6686, 1.8395], [5.5594, 3.6865, 1.8412], [4.3656, 2.5438, 1.8075], [5.7260, 2.2982, 2.7255], [5.7412, 2.1470, 1.0315], [5.2420, 5.2424, 2.9164], [4.1697, 5.7856, 2.8050], [3.8644, 7.0347, 2.9702], [2.3684, 7.1700, 2.9416], [1.8961, 5.8643, 2.4385], [2.8997, 5.0277, 2.3688], [2.8944, 3.8916, 1.9811], [1.8903, 8.3124, 2.1716], [1.1732, 9.1261, 2.9526], [0.6761, 10.1532, 2.6187], [1.2330, 8.5582, 4.3915], [1.8741, 7.4024, 4.3099], [0.7579, 9.0637, 5.3525], [-0.5344, -3.5294, -0.9557], [-0.3546, -2.3987, -0.6101], [0.7495, -1.8909, -0.0868], [0.5051, -0.4692, 0.2760], [-0.9367, -0.2974, 0.1059], [-1.4105, -1.2649, -0.6484], [-2.5033, -1.3456, -1.1206], [1.2496, 0.4342, -0.6416], [2.1571, 1.1019, 0.0241], [2.9460, 1.8962, -0.3995], [2.0413, 0.6972, 1.5102], [0.9985, -0.1340, 1.6095], [2.7502, 1.0476, 2.4043], [-2.9102, 1.2435, 4.2781], [-2.7150, 0.5131, 2.9489], [-4.0201, 0.5257, 2.3649], [-4.7976, 1.8591, 2.7287], [-6.1355, 1.5419, 3.0295], [-4.5271, 2.8361, 1.7483], [-4.0418, 2.1330, 4.1010], [-2.0540, 1.7660, 4.6853], [-3.3088, 0.5164, 4.9893], [-2.5122, -0.5452, 3.0959], [-1.9017, 0.9437, 2.3633], [-2.1545, -5.3345, -3.5103], [-3.2643, -4.5014, -2.8491], [-4.4353, -4.7530, -3.6751], [-4.1321, -5.8419, -4.7785], [-4.7400, -5.5176, -6.0059], [-4.3000, -7.1373, -4.2228], [-2.5752, -5.4961, -4.8593], [-2.1066, -6.3180, -3.0355], [-1.1632, -4.8972, -3.4615], [-3.1045, -3.4318, -2.7651], [-3.5462, -4.9200, -1.8840], [5.0624, 1.0378, -2.6951], [5.8020, -0.2991, -2.8668], [7.0996, -0.1415, -2.2854], [7.4598, 1.3755, -2.0059], [8.1586, 1.8891, -3.1006], [7.8971, 1.5904, -0.6730], [5.9425, 1.9054, -2.0162], [4.1384, 0.8650, -2.1450], [4.7747, 1.4607, -3.6606], [5.8550, -0.6589, -3.8924], [5.3411, -1.1009, -2.2899], [1.7848, 1.5066, -3.0717], [2.7878, 2.6186, -3.3774], [3.1308, 2.3720, -4.7468], [2.0533, 1.4126, -5.4904], [2.6763, 0.1619, -5.7313], [1.4561, 2.1030, -6.5669], [1.0542, 1.3864, -4.2700], [1.1169, 1.8053, -2.2708], [2.3122, 0.5925, -2.7896], [3.6419, 2.5325, -2.7074], [2.3367, 3.5986, -3.2219], [3.9680, -3.1982, 1.3101], [4.3315, -2.8277, 2.7528], [4.8527, -1.5012, 2.6906], [5.6960, -1.3508, 1.3546], [6.9506, -1.9775, 1.4745], [5.6506, -0.0402, 0.8155], [4.7661, -2.3055, 0.5024], [2.9322, -2.9868, 1.0799], [4.2470, -4.2043, 1.0080], [5.1146, -3.4459, 3.1939], [3.4390, -2.8856, 3.3701], [-3.2103, 1.6842, -1.3390], [-3.9552, 3.0153, -1.6189], [-3.0234, 3.8938, -2.2395], [-1.6721, 3.1178, -2.5857], [-0.5825, 3.9899, -2.3914], [-1.7866, 2.4208, -3.8044], [-1.8442, 2.1299, -1.3578], [-3.3456, 0.9356, -2.1134], [-3.4403, 1.3598, -0.3318], [-4.2551, 3.4823, -0.6801], [-4.9042, 2.9037, -2.1464], [-1.9912, -6.0398, 2.7259], [-2.1386, -5.5563, 1.2674], [-3.1178, -4.5406, 1.2820], [-3.6545, -4.2015, 2.7465], [-4.8856, -4.8375, 2.9961], [-3.5703, -2.8076, 2.9485], [-2.4770, -4.9553, 3.4920], [-0.9429, -6.1954, 2.9650], [-2.5134, -6.9763, 2.9211], [-2.3724, -6.3629, 0.5736], [-1.1870, -5.1515, 0.9158], [-5.6232, -2.2406, 0.0123], [-6.5762, -2.0115, 1.2062], [-7.8405, -2.4876, 0.8201], [-7.8618, -3.2335, -0.5834], [-8.4460, -2.3877, -1.5511], [-8.3384, -4.5357, -0.4205], [-6.2855, -3.2298, -0.7913], [-4.6248, -2.5599, 0.2903], [-5.5542, -1.3639, -0.6355], [-6.5265, -0.9582, 1.4772], [-6.2239, -2.5979, 2.0557]], "fmax_ev_per_a": 2.36, "total_charge": -1, "gap_ev": 8.71, "homo_ev": -7.95, "total_energy_ev": -213284.420, "lumo_energy_ha": 0.0279}